Density functional theory data (ωB97M-V/def2-TZVPD) for the ion H2NO4P with charge -2 at a distorted geometry.

```
! RIJCOSX wB97M-V def2-TZVPD def2/J DEFGRID3
* xyz -2 1
N 1.454 -0.232 -0.442
O -2.324 -0.229 -0.426
O -0.626 -0.750 1.453
O -0.456 1.669 0.097
O 0.246 -0.708 -0.963
P -0.964 0.058 0.137
H 1.354 -0.550 0.600
H 1.315 0.743 -0.456
*
```

Computed properties:
HOMO: 0.63 eV
F_max: 4.6 eV/Å
electronic energy: -19000.9644 eV
energy relative to the best compared isomer or geometry (same formula, charge and spin): 9.4 kcal per mole


Density functional theory data (ωB97M-V/def2-TZVPD) for a structure of composition C34H42N7OP2Tc at a distorted geometry.

```
! RIJCOSX wB97M-V def2-TZVPD def2/J DEFGRID3
* xyz 3 4
Tc -0.160 0.385 0.389
C -2.730 0.213 4.048
C -1.922 -0.458 4.962
C -0.761 -1.047 4.506
C -0.424 -0.955 3.156
N -1.148 -0.214 2.293
C -2.299 0.319 2.748
N 0.641 -1.710 2.670
C 1.719 -2.822 0.796
N 1.319 -2.112 -0.253
C 2.420 -1.619 -0.964
N 2.445 -0.721 -1.842
C 1.561 0.189 -2.339
C 1.758 0.509 -3.696
C 1.105 1.563 -4.278
C 0.275 2.340 -3.468
C 0.081 1.950 -2.172
N 0.650 0.869 -1.580
C 3.575 -2.312 -0.365
C 4.908 -2.265 -0.681
C 5.801 -2.974 0.133
C 5.359 -3.707 1.230
C 4.014 -3.759 1.562
C 3.117 -3.050 0.766
H -3.672 0.647 4.350
H -2.219 -0.558 5.998
H -0.131 -1.628 5.166
H -2.896 0.860 2.031
H 2.469 -0.095 -4.242
H 1.259 1.810 -5.320
H -0.208 3.231 -3.844
H -0.588 2.525 -1.552
H 5.250 -1.690 -1.532
H 6.858 -2.947 -0.093
H 6.078 -4.239 1.837
H 3.671 -4.340 2.408
C -2.689 0.230 -2.464
P -2.411 0.450 -0.673
C -3.651 -0.764 -0.075
C -3.135 2.152 -0.404
C -2.554 3.003 0.739
P -0.744 2.758 1.040
C 0.085 4.217 0.315
C -0.496 3.087 2.817
H -3.758 0.341 -2.653
H -2.390 -0.777 -2.758
H -2.145 0.948 -3.070
H -4.652 -0.338 -0.123
H -3.458 -1.120 0.933
H -3.618 -1.621 -0.749
H -4.212 2.040 -0.269
H -3.001 2.672 -1.355
H -3.063 2.804 1.682
H -2.716 4.061 0.521
H -0.102 5.072 0.965
H -0.276 4.455 -0.684
H 1.161 4.043 0.266
H -1.023 3.998 3.100
H 0.572 3.232 2.989
H -0.846 2.263 3.437
C 6.624 1.103 4.619
C 5.599 0.329 5.445
N 4.258 0.315 4.852
C 3.235 1.167 5.453
C 3.449 2.654 5.183
C 4.031 -0.529 3.832
O 4.864 -1.277 3.343
C 2.649 -0.527 3.202
C 1.901 -1.645 3.280
C 0.400 -2.585 1.530
C -0.028 -1.789 0.245
N 1.407 0.482 1.372
C 2.379 0.497 2.192
H 7.583 1.076 5.134
H 6.331 2.147 4.499
H 6.752 0.652 3.637
H 5.513 0.761 6.440
H 5.937 -0.704 5.538
H 3.244 0.994 6.531
H 2.257 0.860 5.083
H 4.368 3.011 5.646
H 2.623 3.223 5.613
H 3.505 2.857 4.111
H 2.292 -2.542 3.756
H -0.197 -3.463 1.787
H -0.806 -2.294 -0.329
H 3.172 1.246 2.067
*
```

Computed properties:
HOMO (spin up / spin down): -16.09 / -16.09 eV
F_max: 1.8 eV/Å
expectation value of S²: 3.79
electronic energy: -69168.1671 eV
energy relative to the best compared isomer or geometry (same formula, charge and spin): 105.9 kcal per mole


Density functional theory data (ωB97M-V/def2-TZVPD) for the ion C4H6N with charge +1 at a distorted geometry.

```
! RIJCOSX wB97M-V def2-TZVPD def2/J DEFGRID3
* xyz 1 1
C -0.328 0.792 0.220
C -1.515 0.573 -0.072
C -2.279 -0.481 -0.106
C 1.854 -0.016 -0.298
N 0.808 0.456 0.520
H -3.083 -0.488 0.792
H -2.546 -0.968 -1.124
H 2.581 -0.239 0.383
H 1.446 -0.891 -0.823
H 1.947 0.809 -1.003
H 1.115 0.453 1.509
*
```

Computed properties:
HOMO: -15.74 eV
F_max: 5.0 eV/Å
electronic energy: -5723.7967 eV
energy relative to the best compared isomer or geometry (same formula, charge and spin): 69.3 kcal per mole


Density functional theory data (ωB97M-V/def2-TZVPD) for a structure of composition C15H21N3O3Zr at a distorted geometry.

```
! RIJCOSX wB97M-V def2-TZVPD def2/J DEFGRID3
* xyz 0 1
C -0.125 0.593 -4.115
C 1.277 0.730 -3.876
C 1.456 1.645 -2.795
C 0.155 2.053 -2.343
C -0.828 1.382 -3.152
Zr 0.278 -0.309 -1.794
N -1.094 -1.687 -2.340
C -0.103 -2.648 -2.856
C 1.312 -2.031 -2.858
H 2.407 2.038 -2.434
H 2.072 0.269 -4.452
H -0.050 2.828 -1.621
H -1.897 1.552 -3.117
H -0.587 0.039 -4.932
H 1.627 -1.869 -3.893
H -0.105 -3.619 -2.314
H -2.071 -1.966 -2.441
H 2.030 -2.681 -2.353
H -0.414 -2.936 -3.881
C -2.577 -0.316 2.504
C -1.555 0.702 2.973
C -0.117 0.363 2.500
C 0.911 1.388 3.070
C 0.625 2.842 2.741
C 0.268 -0.997 3.123
O 0.109 -1.267 4.308
N 0.809 -1.958 2.281
C 1.100 -1.838 0.920
O 1.538 -2.772 0.260
N 0.794 -0.605 0.378
C -0.055 0.264 0.965
O -0.774 0.909 0.131
H -2.653 -0.292 1.411
H -3.559 -0.073 2.924
H -2.314 -1.327 2.836
H -1.839 1.709 2.637
H -1.544 0.741 4.075
H 0.936 1.269 4.168
H 1.915 1.111 2.713
H -0.335 3.160 3.165
H 1.407 3.483 3.166
H 0.600 3.008 1.659
H 0.970 -2.886 2.659
*
```

Computed properties:
HOMO: -8.26 eV
F_max: 2.2 eV/Å
electronic energy: -27791.2503 eV
energy relative to the best compared isomer or geometry (same formula, charge and spin): 0.0 kcal per mole


Density functional theory data (ωB97M-V/def2-TZVPD) for the molecule C26H19F4NO5 at a distorted geometry.

```
! RIJCOSX wB97M-V def2-TZVPD def2/J DEFGRID3
* xyz 0 1
F 3.757 -2.267 3.622
C 2.547 -1.804 4.088
C 2.524 -1.155 5.325
C 1.288 -0.658 5.742
F 1.222 0.025 6.936
C 0.118 -0.832 5.017
C 0.162 -1.552 3.796
C -1.063 -1.759 3.052
C -1.189 -2.545 1.971
C -2.353 -2.399 1.012
C -2.015 -2.894 -0.405
C -2.377 -2.092 -1.486
C -2.102 -2.521 -2.781
F -2.579 -1.782 -3.839
C -1.372 -3.680 -3.053
C -0.980 -4.422 -1.945
F -0.250 -5.572 -2.159
C -1.280 -4.059 -0.624
C 1.412 -2.008 3.310
H 3.421 -1.024 5.920
H -0.834 -0.437 5.368
H -1.937 -1.202 3.410
H -0.390 -3.225 1.674
H -2.531 -1.317 0.900
H -2.890 -1.146 -1.315
H -1.109 -3.966 -4.067
H -0.925 -4.665 0.208
H 1.476 -2.504 2.342
C -3.404 -3.010 6.305
C -3.840 -3.854 5.140
O -3.626 -3.056 3.940
C -3.620 -3.756 2.785
C -3.694 -2.840 1.557
C -4.704 -3.327 0.467
O -5.040 -2.553 -0.419
C -5.322 -4.690 0.566
C -6.493 -4.823 1.327
C -7.312 -5.930 1.167
C -6.920 -6.943 0.276
N -7.724 -8.120 0.192
O -7.380 -9.040 -0.583
O -8.751 -8.195 0.906
C -5.754 -6.819 -0.503
C -4.969 -5.680 -0.373
O -3.527 -4.977 2.745
H -3.599 -3.563 7.226
H -2.328 -2.798 6.268
H -3.958 -2.064 6.365
H -3.246 -4.768 5.048
H -4.915 -4.091 5.185
H -4.231 -1.938 1.909
H -6.773 -4.031 2.025
H -8.242 -6.034 1.717
H -5.505 -7.622 -1.190
H -4.076 -5.545 -0.986
*
```

Computed properties:
HOMO: -9.21 eV
F_max: 3.4 eV/Å
electronic energy: -49863.9574 eV
energy relative to the best compared isomer or geometry (same formula, charge and spin): 0.0 kcal per mole


Density functional theory data (ωB97M-V/def2-TZVPD) for a cluster of 10 separate species, C26H46Br14O9 in total at a distorted geometry.

```
! RIJCOSX wB97M-V def2-TZVPD def2/J DEFGRID3
* xyz 0 1
Br -3.104 -4.012 -5.031
C -1.834 -2.563 -5.496
C -2.296 -1.362 -4.699
Br -1.009 0.110 -4.918
H -1.829 -2.425 -6.569
H -0.871 -2.890 -5.116
H -2.369 -1.546 -3.633
H -3.232 -0.978 -5.092
Br 3.570 -2.793 0.897
C 4.901 -1.702 1.837
C 4.323 -0.686 2.787
Br 3.602 0.821 1.732
H 5.480 -1.206 1.061
H 5.597 -2.385 2.320
H 5.120 -0.267 3.396
H 3.511 -1.053 3.405
Br -2.088 -2.364 6.224
C -2.809 -1.998 4.406
C -4.254 -1.669 4.480
Br -4.837 -1.052 2.716
H -2.615 -2.897 3.831
H -2.221 -1.157 4.054
H -4.527 -0.949 5.248
H -4.873 -2.532 4.727
Br -0.073 1.875 -1.565
C -0.717 0.301 -0.484
C 0.474 -0.303 0.209
Br -0.031 -1.954 1.182
H -1.169 -0.337 -1.238
H -1.478 0.600 0.229
H 0.831 0.351 0.999
H 1.341 -0.501 -0.415
Br 3.895 -2.828 -4.253
C 3.253 -1.023 -3.854
C 3.820 -0.655 -2.506
Br 3.236 1.163 -1.999
H 2.166 -1.014 -3.789
H 3.557 -0.370 -4.665
H 4.909 -0.658 -2.564
H 3.593 -1.368 -1.717
Br -4.212 1.852 0.733
C -4.062 3.450 -0.428
C -3.532 3.036 -1.809
Br -3.131 4.610 -2.871
H -3.363 4.098 0.090
H -5.028 3.939 -0.512
H -4.197 2.355 -2.331
H -2.615 2.465 -1.640
Br 1.903 -6.486 -0.084
C 0.593 -5.158 -0.755
C 1.183 -4.311 -1.845
Br 0.011 -2.830 -2.367
H 0.202 -4.583 0.080
H -0.260 -5.741 -1.102
H 1.453 -4.858 -2.741
H 2.094 -3.846 -1.470
C -3.345 -3.083 -0.171
C -2.769 -4.166 0.743
C -3.736 -4.856 1.713
O -3.944 -6.137 1.115
C -3.040 -6.304 0.106
O -3.007 -7.271 -0.580
O -2.229 -5.249 0.006
H -4.050 -2.446 0.359
H -3.872 -3.548 -1.005
H -2.507 -2.502 -0.552
H -2.010 -3.690 1.369
H -4.644 -4.276 1.863
H -3.241 -5.001 2.676
C 0.026 2.981 2.868
C 1.036 3.933 3.461
C 2.177 3.238 4.244
O 3.369 3.858 3.757
C 3.089 4.549 2.642
O 3.883 5.030 1.899
O 1.765 4.610 2.445
H -0.783 3.462 2.323
H -0.397 2.324 3.630
H 0.577 2.318 2.193
H 0.552 4.689 4.086
H 2.215 2.152 4.154
H 2.180 3.493 5.306
C 0.400 5.459 -1.306
C 1.869 5.657 -0.922
C 2.789 4.414 -1.102
O 3.913 5.016 -1.745
C 3.650 6.278 -2.136
O 4.384 6.931 -2.817
O 2.433 6.648 -1.751
H 0.338 5.000 -2.296
H -0.131 6.408 -1.306
H -0.066 4.748 -0.622
H 1.842 5.925 0.136
H 2.390 3.656 -1.779
H 2.913 4.037 -0.091
*
```

Computed properties:
HOMO: -10.04 eV
F_max: 2.1 eV/Å
electronic energy: -1026732.4528 eV


Density functional theory data (ωB97M-V/def2-TZVPD) for the ion C6H14NO with charge +1 at a distorted geometry.

```
! RIJCOSX wB97M-V def2-TZVPD def2/J DEFGRID3
* xyz 1 1
O 1.180 -2.035 -1.883
C 0.015 -2.285 -1.778
C -0.787 -2.130 -0.558
C -0.011 -1.316 0.749
C 1.141 -0.526 0.361
C 0.608 0.812 -0.264
C -0.238 1.558 0.916
N -0.386 3.062 0.507
H -0.492 -2.897 -2.520
H -1.203 -3.015 -0.118
H -1.731 -1.535 -0.856
H -0.834 -0.717 1.300
H 0.212 -2.260 1.424
H 1.650 -1.039 -0.574
H 1.899 -0.263 1.172
H -0.083 0.573 -1.060
H 1.342 1.340 -0.789
H -1.233 1.174 1.019
H 0.233 1.439 1.963
H 0.506 3.546 0.650
H -0.590 3.076 -0.580
H -1.199 3.438 0.920
*
```

Computed properties:
HOMO: -12.40 eV
F_max: 5.5 eV/Å
electronic energy: -9977.5771 eV
energy relative to the best compared isomer or geometry (same formula, charge and spin): 61.5 kcal per mole


Density functional theory data (ωB97M-V/def2-TZVPD) for a cluster of 8 separate species, C44H74BN6O9 in total at a distorted geometry.

```
! RIJCOSX wB97M-V def2-TZVPD def2/J DEFGRID3
* xyz 2 2
C -6.419 3.969 2.668
C -6.205 3.394 4.111
C -4.726 3.539 4.549
C -3.814 2.535 3.742
N -2.319 2.659 4.002
C -1.449 1.855 2.937
C -0.106 2.611 2.890
C -0.232 3.949 3.544
C -1.787 4.128 3.712
C -1.931 2.222 5.394
C -2.589 0.919 5.882
C -1.807 0.271 7.079
H -7.467 3.820 2.408
H -5.921 3.503 1.818
H -6.081 4.966 2.387
H -6.431 2.331 4.033
H -6.927 3.818 4.809
H -4.607 3.459 5.629
H -4.466 4.538 4.198
H -3.902 2.708 2.670
H -4.253 1.558 3.945
H -1.298 0.882 3.405
H -1.890 1.633 1.965
H 0.737 2.062 3.308
H 0.111 2.549 1.824
H 0.129 3.889 4.571
H 0.362 4.660 2.971
H -1.981 4.558 4.694
H -2.315 4.639 2.908
H -2.188 3.008 6.104
H -0.842 2.166 5.387
H -2.787 0.165 5.121
H -3.548 1.151 6.343
H -1.300 1.112 7.551
H -1.132 -0.408 6.557
H -2.340 -0.308 7.833
C -1.167 -5.365 0.637
C 0.066 -4.559 1.118
C 1.282 -5.435 1.298
C 2.559 -4.876 1.962
N 3.275 -3.716 1.258
C 4.637 -3.532 1.949
C 4.614 -2.057 2.538
C 3.116 -1.702 2.693
C 2.492 -2.353 1.433
C 3.344 -3.989 -0.302
C 4.131 -5.313 -0.641
C 3.892 -5.716 -2.108
H -1.496 -6.007 1.453
H -0.829 -5.932 -0.231
H -1.929 -4.669 0.288
H -0.313 -4.344 2.117
H 0.121 -3.701 0.448
H 1.555 -6.074 0.458
H 0.975 -6.284 1.909
H 3.240 -5.722 2.052
H 2.266 -4.506 2.945
H 5.377 -3.608 1.153
H 4.687 -4.223 2.791
H 4.961 -1.342 1.792
H 5.185 -1.802 3.431
H 2.896 -0.638 2.783
H 2.853 -2.280 3.580
H 2.803 -1.751 0.579
H 1.406 -2.266 1.455
H 3.921 -3.149 -0.686
H 2.334 -3.998 -0.714
H 3.729 -6.148 -0.068
H 5.206 -5.296 -0.460
H 2.812 -5.791 -2.227
H 4.387 -6.632 -2.430
H 4.321 -4.877 -2.656
O 2.869 0.103 -2.420
C 1.901 0.311 -1.759
O 1.254 -0.571 -1.120
B 0.040 0.068 -0.525
O 0.166 1.518 -0.713
C 1.213 1.694 -1.474
O 1.671 2.763 -1.868
O -0.049 -0.319 0.880
C -1.106 -1.132 1.058
O -1.536 -1.527 2.088
C -1.967 -1.001 -0.245
O -1.155 -0.420 -1.209
O -3.083 -1.488 -0.394
N 0.651 -3.065 -3.845
C -0.575 -3.020 -3.225
C -0.874 -4.312 -2.831
C 0.209 -5.182 -3.111
C 1.157 -4.361 -3.684
H 1.162 -2.338 -4.325
H -1.108 -2.098 -3.046
H -1.809 -4.627 -2.390
H 0.279 -6.244 -2.925
H 2.135 -4.490 -4.124
N 4.081 5.385 -3.504
C 3.979 6.575 -4.132
C 3.422 7.422 -3.217
C 2.963 6.745 -2.180
C 3.392 5.457 -2.343
H 4.505 4.570 -3.923
H 4.387 6.735 -5.119
H 3.354 8.490 -3.361
H 2.451 6.983 -1.259
H 3.168 4.519 -1.856
N 1.714 -1.043 -7.784
C 2.948 -0.411 -8.084
C 3.297 0.406 -7.012
C 2.339 0.183 -6.060
C 1.328 -0.652 -6.526
H 1.136 -1.565 -8.427
H 3.355 -0.621 -9.062
H 4.223 0.940 -6.857
H 2.287 0.669 -5.097
H 0.319 -0.852 -6.197
N 0.134 5.851 -5.623
C -0.389 5.139 -6.672
C -0.138 3.812 -6.398
C 0.479 3.749 -5.128
C 0.585 5.043 -4.706
H 0.172 6.858 -5.547
H -0.873 5.619 -7.509
H -0.524 3.029 -7.034
H 0.787 2.863 -4.593
H 1.005 5.373 -3.767
C -6.100 -0.575 1.524
C -5.592 -1.978 1.903
O -4.419 -1.962 2.706
H -5.353 -0.033 0.944
H -6.508 0.019 2.341
H -6.877 -0.771 0.785
H -5.499 -2.492 0.946
H -6.342 -2.640 2.335
H -3.632 -1.958 2.156
*
```

Computed properties:
HOMO (spin up / spin down): -10.75 / -10.75 eV
F_max: 5.5 eV/Å
expectation value of S²: 0.76
electronic energy: -74858.5545 eV